Below is C3H2NaO2Tl as an isolated structure in a non-equilibrium geometry, with properties calculated with wB97M-V/def2-TZVPD.

Each line ends with the Mulliken charge.
CARTESIAN COORDINATES (ANGSTROEM)
Tl -2.433695 1.053908 1.853749  0.547
Na 2.093565 1.633133 0.185979  0.752
O -1.727322 1.033508 -0.429047  -0.526
O 1.410745 -0.531578 0.286089  -0.446
C 0.089170 -0.018621 0.769892  -0.572
C -0.469946 0.830003 -0.210917  0.027
C 0.344769 -1.029371 -0.516394  -0.230
H 0.083469 -2.085291 -0.364265  0.216
H 0.609243 -0.885688 -1.575088  0.230

Cartesian forces, eV/Å:
Tl 0.2493 -0.3356 -0.4146
Na -0.5943 -0.2790 -0.3028
O 0.6793 -0.2979 1.6526
O -0.4243 0.6314 0.4597
C -1.4420 -1.5179 -1.0688
C 1.0647 1.9124 -1.5517
C 1.3434 -1.0775 0.4134
H -0.0412 0.4664 0.3799
H -0.8349 0.4978 0.4322

Results
2S+1: 1
Gap between HOMO and LUMO (eV): 4.802

=====

Below is the molecule C3H2O in a non-equilibrium geometry, with properties calculated with wB97M-V/def2-TZVPD.

Each line ends with the Mulliken charge.
CARTESIAN COORDINATES (ANGSTROEM)
O 1.920290 -0.621724 0.027522  -0.418
C 1.072939 0.252362 0.005528  -0.184
C -1.471078 -0.349235 0.014292  -0.016
C -0.321716 -0.090329 0.181218  -0.064
H 1.410340 1.224205 -0.039317  0.356
H -2.610774 -0.415277 -0.189244  0.325

Cartesian forces, eV/Å:
O -0.3507 0.3161 -0.2960
C 0.5362 -3.6148 1.1892
C -4.0718 -0.0338 -0.6141
C 0.8780 0.6913 -0.5735
H 0.1414 2.7400 -0.3682
H 2.8670 -0.0989 0.6626

Results
2S+1: 1
ΔE to the lowest compared entry with this formula, charge and spin (kJ/mol): 41.3
SMILES: C#CC=O
Gap between HOMO and LUMO (eV): 10.604

=====

Below is the molecule C3H2O in a non-equilibrium geometry, with properties calculated with wB97M-V/def2-TZVPD.

Each line ends with the Mulliken charge.
CARTESIAN COORDINATES (ANGSTROEM)
O 0.211466 -1.177104 0.002871  -0.351
C -0.618875 -0.006228 0.000322  -0.091
C 0.896114 0.007674 0.018750  0.420
C 1.739187 1.003023 0.000737  -0.426
H -1.064208 0.083110 0.997124  0.228
H -1.163686 0.089527 -1.019803  0.220

Cartesian forces, eV/Å:
O 0.8154 0.2391 -0.0293
C 0.0305 -0.7127 -1.1693
C -0.6995 0.5206 -0.2964
C -0.6828 -0.9188 0.0455
H -0.3325 0.5451 -0.7294
H 0.8689 0.3267 2.1789

Results
2S+1: 1
ΔE to the lowest compared entry with this formula, charge and spin (kJ/mol): 358.0
Gap between HOMO and LUMO (eV): 9.095